--- i ---
{"formula": "C5H9IO", "method": "wB97M-V/def2-TZVPD", "homo_energy_ev": [-6.7916, -7.7210], "homo_lumo_gap_ev": [6.02, 7.99], "lumo_ev": [-0.78, 0.27], "species": ["C", "C", "C", "C", "C", "O", "I", "H", "H", "H", "H", "H", "H", "H", "H", "H"], "positions_angstrom": [[1.466, -1.948, 0.928], [0.980, -1.319, -0.137], [-1.800, 0.051, 0.198], [0.245, 1.561, 0.326], [-0.719, 0.863, -0.492], [-0.639, 0.991, -1.847], [1.461, -1.676, -2.153], [2.419, -2.470, 0.892], [0.964, -1.841, 1.832], [-2.571, 0.616, 0.583], [-2.362, -0.578, -0.529], [-1.232, -0.296, 1.076], [0.172, 1.141, 1.360], [0.061, 2.578, 0.271], [1.284, 1.534, -0.114], [0.271, 0.794, -2.194]]}


--- ii ---
{"formula": "C5H9IO", "method": "wB97M-V/def2-TZVPD", "homo_energy_ev": -9.6012, "homo_lumo_gap_ev": 9.81, "lumo_ev": 0.21, "species": ["C", "C", "C", "C", "C", "O", "I", "H", "H", "H", "H", "H", "H", "H", "H", "H"], "positions_angstrom": [[0.983, -1.557, -0.443], [-1.461, -0.326, 0.552], [-0.184, 1.403, -0.871], [0.984, -0.509, 0.588], [-0.179, 0.615, 0.469], [1.134, -2.698, -0.191], [2.837, 0.448, 0.111], [0.879, -1.077, -1.467], [-1.632, -0.675, -0.501], [-1.426, -1.325, 1.140], [-2.344, 0.241, 0.958], [-0.364, 0.882, -1.766], [-0.929, 2.190, -0.745], [0.753, 1.895, -0.686], [1.155, -0.821, 1.606], [-0.206, 1.315, 1.248]]}


Referenced to the most stable arrangement, the calculated values in hartree are i 0.1400; ii 0.0000.


--- i ---
{"formula": "C3H13N2", "method": "wB97M-V/def2-TZVPD", "homo_energy_ev": -13.5440, "homo_lumo_gap_ev": 10.36, "total_charge": 1, "lumo_ev": -3.18, "species": ["C", "N", "H", "H", "H", "H", "H", "H", "C", "N", "C", "H", "H", "H", "H", "H", "H", "H"], "positions_angstrom": [[2.212, -0.864, 0.725], [1.014, -1.113, 1.676], [2.842, -0.123, 1.385], [2.780, -1.752, 0.513], [1.715, -0.231, -0.068], [0.878, -0.485, 2.538], [1.117, -1.929, 2.273], [-0.204, -0.265, 0.119], [-1.303, 1.592, -0.128], [-1.038, 0.189, -0.378], [-1.058, -0.018, -1.927], [-0.799, 1.878, 0.821], [-0.767, 2.223, -0.764], [-2.390, 1.858, -0.098], [-1.871, -0.326, -0.059], [-2.109, 0.261, -2.182], [-0.985, -1.189, -2.074], [-0.032, 0.294, -2.372]]}


--- ii ---
{"formula": "C3H13N2", "method": "wB97M-V/def2-TZVPD", "homo_energy_ev": -13.6395, "homo_lumo_gap_ev": 10.01, "total_charge": 1, "lumo_ev": -3.63, "species": ["C", "N", "C", "N", "H", "H", "H", "H", "H", "H", "H", "H", "H", "C", "H", "H", "H", "H"], "positions_angstrom": [[0.604, 1.588, 0.541], [-0.191, 2.795, 0.658], [0.333, 0.934, -0.812], [1.005, -0.412, -0.848], [0.479, 0.865, 1.365], [1.658, 1.887, 0.537], [-1.175, 2.573, 0.748], [0.051, 3.308, 1.498], [0.755, 1.578, -1.578], [-0.721, 0.736, -0.988], [0.947, -0.822, -1.789], [1.996, -0.365, -0.600], [0.506, -1.055, -0.227], [-1.240, -2.725, 0.292], [-0.760, -2.241, 1.146], [-2.170, -3.154, 0.644], [-0.596, -3.501, -0.113], [-1.482, -1.988, -0.474]]}


Referenced to the most stable arrangement, the calculated values in hartree are i 0.0587; ii 0.0000.


--- i ---
{"formula": "C3H13N2", "method": "wB97M-V/def2-TZVPD", "homo_energy_ev": -14.8593, "homo_lumo_gap_ev": 11.78, "total_charge": 1, "lumo_ev": -3.08, "species": ["C", "N", "H", "H", "H", "H", "H", "H", "C", "C", "N", "H", "H", "H", "H", "H", "H", "H"], "positions_angstrom": [[2.410, -0.910, -0.291], [1.601, 0.301, 0.003], [1.883, -1.537, -1.006], [3.375, -0.656, -0.733], [2.657, -1.476, 0.603], [0.200, -0.312, -0.224], [1.721, 1.005, -0.723], [1.968, 0.738, 0.841], [-1.809, 1.375, 0.544], [-1.780, -0.136, 0.497], [-0.844, -0.604, -0.619], [-2.373, 1.855, -0.250], [-2.134, 1.669, 1.533], [-0.784, 1.753, 0.449], [-1.422, -0.621, 1.398], [-2.757, -0.509, 0.191], [-0.716, -1.620, -0.687], [-1.197, -0.315, -1.524]]}


--- ii ---
{"formula": "C3H13N2", "method": "wB97M-V/def2-TZVPD", "homo_energy_ev": -14.3249, "homo_lumo_gap_ev": 11.19, "total_charge": 1, "lumo_ev": -3.13, "species": ["C", "N", "H", "H", "H", "H", "H", "H", "C", "N", "C", "H", "H", "H", "H", "H", "H", "H"], "positions_angstrom": [[0.640, -1.478, 1.850], [1.220, -0.682, 0.680], [1.415, -2.164, 2.241], [0.503, -0.677, 2.644], [-0.295, -1.976, 1.475], [1.511, -1.318, -0.054], [2.077, -0.213, 1.013], [0.499, 0.123, 0.251], [0.058, 0.625, -1.885], [-0.338, 0.946, -0.536], [-1.736, 0.684, -0.187], [-0.124, -0.458, -1.915], [-0.398, 1.255, -2.588], [1.100, 0.800, -2.002], [-0.078, 1.943, -0.383], [-1.766, -0.376, 0.120], [-2.367, 0.862, -1.096], [-2.023, 1.372, 0.620]]}


Referenced to the most stable arrangement, the calculated values in hartree are i 0.0000; ii 0.0170.


--- i ---
{"formula": "C6H14N3", "method": "wB97M-V/def2-TZVPD", "homo_energy_ev": [-11.2442, -10.8252], "homo_lumo_gap_ev": [7.40, 7.03], "total_charge": 1, "lumo_ev": [-3.85, -3.80], "species": ["C", "C", "C", "C", "C", "C", "N", "N", "N", "H", "H", "H", "H", "H", "H", "H", "H", "H", "H", "H", "H", "H", "H"], "positions_angstrom": [[-0.585, -0.329, -2.376], [-0.663, 0.393, -1.301], [-0.717, 0.075, 2.596], [-1.449, 0.097, -3.527], [3.043, 0.207, 0.264], [0.659, -0.481, 0.632], [-1.870, -0.049, 3.258], [1.725, 0.317, 0.962], [-0.401, -0.682, 1.527], [-0.020, -1.149, -2.381], [-1.151, 1.220, -0.950], [-0.173, 0.863, 3.087], [-1.667, 1.112, -3.443], [-0.941, -0.332, -4.367], [-2.549, -0.432, -3.449], [3.192, -0.906, 0.108], [2.926, 0.600, -0.646], [3.655, 0.772, 0.977], [0.989, -1.284, 0.100], [-2.081, 0.651, 3.991], [-2.520, -0.552, 2.729], [1.596, 1.310, 1.015], [-0.997, -1.421, 1.193]]}


--- ii ---
{"formula": "C6H14N3", "method": "wB97M-V/def2-TZVPD", "homo_energy_ev": -13.0601, "homo_lumo_gap_ev": 8.85, "smiles": "CC1=[NH+]CCN[C@@]1(C)N", "total_charge": 1, "lumo_ev": -4.21, "species": ["C", "C", "N", "C", "C", "N", "C", "C", "N", "H", "H", "H", "H", "H", "H", "H", "H", "H", "H", "H", "H", "H", "H"], "positions_angstrom": [[-0.838, -1.261, 1.804], [-0.429, -0.717, 0.461], [-0.690, -1.374, -0.622], [-0.349, -0.903, -1.910], [-0.734, 0.677, -1.926], [0.091, 1.282, -1.014], [0.268, 0.604, 0.405], [1.769, 0.418, 0.696], [-0.254, 1.593, 1.405], [-1.648, -1.940, 1.600], [-1.054, -0.364, 2.417], [-0.188, -1.753, 2.411], [-1.036, -2.285, -0.411], [-0.600, -1.668, -2.722], [0.786, -0.879, -1.973], [-0.696, 1.160, -2.969], [-1.709, 0.678, -1.568], [1.007, 1.677, -1.498], [2.176, -0.417, 0.025], [2.080, 0.150, 1.640], [2.266, 1.390, 0.427], [-0.556, 2.391, 0.888], [0.565, 1.958, 1.933]]}


Referenced to the most stable arrangement, the calculated values in hartree are i 0.1396; ii 0.0000.


--- i ---
{"formula": "C19H21NO4", "method": "wB97M-V/def2-TZVPD", "homo_energy_ev": -7.7343, "homo_lumo_gap_ev": 8.23, "smiles": "CC1CCN(C(=O)COC(=O)c2cc3ccccc3cc2O)CC1", "lumo_ev": 0.50, "species": ["C", "C", "C", "C", "N", "C", "O", "C", "O", "C", "O", "C", "C", "C", "C", "C", "C", "C", "C", "C", "C", "O", "C", "C", "H", "H", "H", "H", "H", "H", "H", "H", "H", "H", "H", "H", "H", "H", "H", "H", "H", "H", "H", "H", "H"], "positions_angstrom": [[-6.196, -1.305, -0.901], [-4.871, -0.749, -0.390], [-4.860, -0.630, 1.135], [-3.450, -0.275, 1.617], [-2.765, 0.541, 0.627], [-1.494, 0.261, 0.318], [-0.838, -0.590, 0.898], [-0.837, 1.074, -0.807], [0.503, 0.643, -0.895], [1.356, 1.182, 0.011], [1.087, 2.161, 0.660], [2.638, 0.450, 0.036], [3.802, 1.180, 0.113], [5.061, 0.562, 0.080], [6.265, 1.295, 0.134], [7.472, 0.656, 0.088], [7.527, -0.744, -0.014], [6.379, -1.483, -0.067], [5.114, -0.856, -0.021], [3.917, -1.587, -0.053], [2.683, -0.972, -0.016], [1.592, -1.753, -0.005], [-3.640, 1.437, -0.091], [-4.582, 0.632, -1.001], [-6.196, -1.345, -1.988], [-7.023, -0.676, -0.580], [-6.360, -2.310, -0.521], [-4.070, -1.438, -0.679], [-5.167, -1.572, 1.590], [-5.578, 0.133, 1.440], [-3.488, 0.265, 2.570], [-2.846, -1.174, 1.760], [-0.865, 2.145, -0.576], [-1.299, 0.867, -1.773], [3.736, 2.257, 0.177], [6.212, 2.372, 0.213], [8.392, 1.221, 0.130], [8.490, -1.233, -0.050], [6.420, -2.560, -0.144], [3.949, -2.665, -0.099], [0.772, -1.258, 0.200], [-4.221, 1.986, 0.656], [-3.067, 2.162, -0.665], [-4.138, 0.507, -1.990], [-5.514, 1.186, -1.124]]}


--- ii ---
{"formula": "C19H21NO4", "method": "wB97M-V/def2-TZVPD", "homo_energy_ev": -8.3297, "homo_lumo_gap_ev": 8.79, "smiles": "Cc1oc(C(C)(C)C)cc1C(=O)Nc1cccc(/C=C\\C(=O)O)c1", "lumo_ev": 0.46, "species": ["C", "C", "O", "C", "C", "C", "C", "C", "C", "C", "C", "O", "N", "C", "C", "C", "C", "C", "C", "C", "C", "O", "O", "C", "H", "H", "H", "H", "H", "H", "H", "H", "H", "H", "H", "H", "H", "H", "H", "H", "H", "H", "H", "H", "H"], "positions_angstrom": [[2.101, -0.197, -2.403], [1.625, -0.975, -1.225], [2.129, -2.214, -1.073], [1.620, -2.748, 0.066], [2.044, -4.140, 0.436], [3.571, -4.167, 0.583], [1.388, -4.552, 1.753], [1.618, -5.100, -0.683], [0.793, -1.847, 0.657], [0.779, -0.690, -0.179], [0.020, 0.531, 0.153], [-0.308, 0.794, 1.292], [-0.266, 1.310, -0.938], [-0.963, 2.517, -0.995], [-1.147, 3.106, -2.246], [-1.817, 4.309, -2.357], [-2.322, 4.935, -1.232], [-2.170, 4.342, 0.020], [-2.727, 4.984, 1.207], [-3.336, 4.344, 2.206], [-3.668, 2.904, 2.205], [-4.070, 2.265, 1.266], [-3.542, 2.375, 3.433], [-1.468, 3.147, 0.135], [2.265, 0.846, -2.140], [1.390, -0.250, -3.230], [3.039, -0.626, -2.748], [3.887, -3.486, 1.370], [4.047, -3.866, -0.347], [3.906, -5.170, 0.836], [0.305, -4.541, 1.662], [1.701, -5.559, 2.022], [1.677, -3.876, 2.553], [0.537, -5.089, -0.801], [1.931, -6.114, -0.446], [2.073, -4.807, -1.626], [0.240, -1.949, 1.566], [0.003, 0.940, -1.837], [-0.757, 2.620, -3.131], [-1.947, 4.761, -3.329], [-2.857, 5.868, -1.322], [-2.616, 6.060, 1.261], [-3.653, 4.870, 3.095], [-3.746, 1.427, 3.408], [-1.307, 2.706, 1.103]]}


Referenced to the most stable arrangement, the calculated values in hartree are i 0.0000; ii 0.0292.